The following is a quantum chemistry calculation of a molecular structure, C34H43BBeF4N5O3, from OMol25.

The relative energy (zero: lowest compared OMol25 entry of this formula, charge and spin) comes out at 0.00 kJ/mol. Its total charge is +1. The calculation puts the LUMO energy at -4.5 eV. The calculation puts the HOMO-LUMO gap at 6.18 eV. The calculation puts the calculated total energy at -2259.8560 a.u. The molar mass is 665.6 Da. The HOMO energy comes out at -10.731 eV.

Geometry as XYZ:
```
91
Properties=species:S:1:pos:R:3:forces:R:3
Be 3.347654 -18.438059 -22.307609 1.8 -0.4 1.8
B 5.428156 -17.790364 -20.628010 0.5 0.4 0.1
F 4.125625 -17.624948 -20.105138 -0.6 -0.4 -0.6
F 6.340708 -17.754343 -19.597873 0.0 0.0 -0.3
F 5.465985 -19.030432 -21.329398 -0.9 -0.5 0.0
F 5.580803 -16.862574 -21.652696 0.4 0.6 0.3
N 8.471732 -22.873910 -21.669737 -1.0 0.0 0.3
C 8.614818 -21.583956 -21.308734 0.6 -1.1 -0.5
C 7.827642 -20.963780 -20.371367 -0.4 -0.2 0.2
C 6.799600 -21.718728 -19.809765 0.1 0.5 0.4
C 6.638216 -23.059565 -20.104565 0.0 0.9 -0.7
C 7.480073 -23.573902 -21.089352 0.8 -0.1 0.5
H 9.460286 -21.113036 -21.794522 -0.1 0.4 0.1
H 8.010553 -19.938208 -20.083158 -0.2 0.1 0.0
H 6.127230 -21.234680 -19.114650 0.1 0.0 0.2
H 5.810341 -23.575429 -19.639641 0.2 -0.5 -0.1
H 7.443382 -24.631285 -21.319702 -0.1 0.0 -0.3
N 2.561416 -20.284051 -20.654490 0.1 1.5 -0.3
C 1.281501 -20.640000 -20.607578 -0.5 -1.1 0.9
C 0.809240 -21.585332 -19.682111 1.2 0.0 -0.3
C 1.704274 -22.082386 -18.743218 0.1 -0.7 -0.3
C 3.043906 -21.683688 -18.752329 -0.8 0.3 -0.8
C 3.410034 -20.763275 -19.727767 -0.3 0.1 0.3
H 0.526871 -20.217016 -21.257978 0.5 0.2 -0.5
H -0.139230 -22.090336 -19.793883 -0.3 0.6 0.1
H 1.332845 -22.887967 -18.123306 0.3 0.1 0.4
H 3.818047 -22.096910 -18.123084 -0.2 0.1 0.3
H 4.409819 -20.360934 -19.672248 0.0 0.1 -0.7
N 3.176742 -15.844271 -22.673027 -0.7 0.0 0.1
C 2.930685 -15.331495 -23.881738 0.8 0.2 -1.3
C 2.953575 -13.970531 -24.231860 -0.6 -0.1 1.3
C 3.091884 -13.067007 -23.187673 0.5 -0.1 0.1
C 3.384942 -13.562873 -21.920376 -0.6 0.0 -0.4
C 3.345851 -14.921569 -21.693522 0.6 -0.5 0.1
H 2.819854 -16.000485 -24.726956 -0.1 -0.4 0.3
H 2.774708 -13.619365 -25.236597 0.0 -0.3 -0.1
H 3.006238 -11.995321 -23.306831 0.2 0.0 -0.3
H 3.589411 -12.890153 -21.100061 -0.1 0.0 0.1
H 3.522619 -15.234177 -20.673379 0.0 -0.6 -0.2
N 8.963162 -16.377949 -14.476006 0.2 0.2 -0.1
C 7.680141 -16.404825 -14.856787 -0.1 -1.5 0.6
C 7.223924 -17.201993 -15.909193 0.7 0.1 -0.1
C 8.174226 -17.889374 -16.669192 -0.8 -0.1 0.5
C 9.482001 -17.900352 -16.245112 -0.1 -0.1 -0.4
C 9.825313 -17.127955 -15.145117 0.3 0.1 -0.7
H 7.020180 -16.017963 -14.088928 -0.3 0.5 -0.4
H 6.190826 -17.418000 -16.137072 -0.2 0.5 0.2
H 7.806122 -18.488806 -17.491469 0.3 0.0 -0.1
H 10.196501 -18.535561 -16.751224 0.2 0.2 0.1
H 10.879211 -17.104642 -14.893009 -0.1 0.1 0.5
N 4.080788 -20.703127 -23.314671 -0.6 0.2 -0.6
C 3.359534 -21.036908 -24.407333 0.7 -0.4 0.0
C 3.824583 -21.975742 -25.315965 1.0 -0.2 0.5
C 5.024596 -22.652317 -25.020620 -0.5 -0.3 -0.6
C 5.768843 -22.357914 -23.893490 -0.8 0.5 -0.3
C 5.246423 -21.348855 -23.106604 -0.2 1.3 0.8
H 2.408148 -20.550418 -24.575570 0.0 0.2 0.1
H 3.387355 -22.159618 -26.286194 -0.5 0.0 0.2
H 5.318195 -23.420078 -25.724986 0.3 0.0 0.0
H 6.731506 -22.771028 -23.631535 -0.1 -0.3 -0.1
H 5.820661 -20.954408 -22.278190 -0.1 -0.2 0.1
C 5.788110 -18.989841 -26.241467 -0.2 0.4 -0.8
C 5.991359 -18.312456 -24.917280 0.1 -0.2 0.7
O 5.108798 -18.252556 -24.081372 -1.3 0.3 0.0
C 7.348804 -17.808592 -24.537817 -0.2 0.5 -0.3
H 6.498456 -18.647346 -26.994558 0.2 0.0 0.2
H 4.799426 -18.786337 -26.655019 -0.1 0.0 0.3
H 5.868582 -20.075747 -26.175668 0.2 0.0 0.3
H 7.337206 -17.456039 -23.508766 0.1 -0.6 0.2
H 7.590262 -16.905396 -25.105239 0.1 -0.2 -0.4
H 8.057180 -18.601196 -24.781267 0.3 0.2 0.2
C -0.296580 -15.974809 -20.974913 0.0 -1.4 -1.3
C 0.442918 -17.082974 -20.279540 1.9 0.9 1.4
O 1.510816 -17.525264 -20.678201 -0.3 -0.5 -1.3
C 0.040870 -17.554894 -18.908990 -1.0 0.0 -0.3
H -0.232575 -14.968660 -20.569401 -0.2 -0.3 0.6
H -1.302413 -16.391913 -21.073579 -0.4 0.8 0.1
H 0.116060 -15.914398 -21.984145 0.0 0.0 0.0
H 0.884970 -17.522680 -18.223912 0.0 0.1 -0.1
H -0.254611 -18.602799 -19.003351 0.0 0.0 0.1
H -0.818174 -16.993960 -18.541253 0.1 0.0 0.2
C 4.279801 -15.668324 -17.118301 0.2 2.0 -0.9
C 3.906378 -15.581526 -15.667065 -0.6 -0.5 0.6
O 3.418276 -16.526855 -15.089344 0.1 -0.1 0.0
C 4.107799 -14.249893 -14.942198 0.7 -1.0 -1.5
H 4.838698 -14.753867 -17.348758 0.6 -0.3 0.0
H 3.405197 -15.437682 -17.736351 -0.4 -0.6 0.2
H 4.805531 -16.516496 -17.544178 -0.2 -0.3 0.5
H 3.559160 -14.266268 -14.008279 0.1 0.4 0.0
H 3.914983 -13.455434 -15.664747 -0.5 0.3 0.4
H 5.195824 -14.190606 -14.840263 0.0 0.1 0.6
```
Forces are in eV/Å.

What are the Mulliken partial charges on each atom? They are as follows, in elementary charge units:
1. Be 1.394
2. B -0.103
3. F -0.071
4. F -0.109
5. F -0.051
6. F -0.319
7. N -0.606
8. C -0.586
9. C -0.361
10. C 0.053
11. C -0.450
12. C -0.328
13. H 0.418
14. H 0.415
15. H 0.698
16. H 0.393
17. H 0.360
18. N 0.591
19. C -0.417
20. C -0.788
21. C -0.322
22. C -0.764
23. C 0.127
24. H 0.419
25. H 0.458
26. H 0.390
27. H 0.553
28. H -0.112
29. N 0.454
30. C -0.388
31. C -0.720
32. C -0.291
33. C -0.891
34. C -0.361
35. H 0.396
36. H 0.423
37. H 0.428
38. H 0.448
39. H 0.603
40. N -0.555
41. C -0.384
42. C -0.282
43. C -0.215
44. C -0.363
45. C -0.255
46. H 0.416
47. H 0.469
48. H 0.420
49. H 0.365
50. H 0.337
51. N 0.401
52. C -0.318
53. C -0.787
54. C -0.524
55. C -0.815
56. C -0.412
57. H 0.382
58. H 0.455
59. H 0.379
60. H 0.559
61. H 0.669
62. C -1.121
63. C 0.753
64. O -0.382
65. C -1.153
66. H 0.404
67. H 0.300
68. H 0.220
69. H 0.186
70. H 0.396
71. H 0.366
72. C -1.180
73. C 0.629
74. O -0.286
75. C -0.946
76. H 0.324
77. H 0.389
78. H 0.246
79. H 0.264
80. H 0.248
81. H 0.370
82. C -0.641
83. C 0.824
84. O -0.589
85. C -1.169
86. H 0.363
87. H 0.403
88. H -0.136
89. H 0.332
90. H 0.375
91. H 0.287

---

The following is a quantum chemistry calculation of a molecular structure, C34H43BN2O3STi, from OMol25.

The relative energy (zero: lowest compared OMol25 entry of this formula, charge and spin) comes out at 59.00 kJ/mol. Its total charge is +2. The calculation puts the LUMO energy at -6.9 eV. The calculation puts the HOMO-LUMO gap at 6.02 eV. The calculation puts the calculated total energy at -2928.6762 a.u. The molar mass is 618.5 Da. The HOMO energy comes out at -12.901 eV.

Geometry as XYZ:
```
85
Properties=species:S:1:pos:R:3:forces:R:3
Ti 0.739509 0.132806 0.889548 -0.8 0.3 -0.9
C -1.499799 0.048205 -5.580252 -0.1 0.0 -0.1
C -1.183084 1.426281 -4.985526 0.0 0.0 0.1
C -2.442462 2.291908 -5.021813 -0.1 0.0 0.0
C -0.077414 2.112266 -5.808098 0.1 0.0 0.0
C -0.652000 1.257376 -3.568270 0.0 0.0 -0.2
C -1.097169 2.042312 -2.507117 -0.1 0.0 -0.1
C -0.579259 1.850568 -1.250458 0.2 -0.2 0.1
N 0.387509 0.949796 -0.999705 0.0 0.2 -0.2
C 0.868059 0.208401 -2.027118 0.2 0.0 0.3
C 0.354812 0.320531 -3.290983 -0.1 0.1 -0.3
C 1.994158 -0.692812 -1.656823 -0.3 0.3 0.2
C 2.817537 -1.292893 -2.568404 0.2 -0.2 -0.1
C 3.919830 -2.047150 -2.139766 0.1 -0.1 -0.2
C 4.127759 -2.137993 -0.768240 0.1 0.0 0.1
C 3.259926 -1.520423 0.103846 -0.2 0.0 -0.1
N 2.201037 -0.816102 -0.320370 -0.2 0.1 0.0
C 4.834519 -2.707945 -3.163002 -0.1 0.1 0.1
C 3.993514 -3.670763 -4.015351 0.0 0.0 0.0
C 5.433202 -1.613113 -4.059629 0.0 0.0 0.0
C 5.964777 -3.488547 -2.495582 0.1 0.0 0.0
H -1.909130 0.176747 -6.582835 0.0 0.0 0.0
H -2.240537 -0.486191 -4.981341 0.0 0.0 0.0
H -0.613316 -0.580000 -5.677618 0.0 0.0 0.0
H -2.810559 2.344016 -6.046443 0.0 0.0 0.0
H -2.251622 3.318300 -4.702105 0.0 0.0 0.0
H -3.244121 1.877398 -4.405365 0.0 0.0 0.0
H -0.429546 2.265461 -6.829201 0.0 0.0 0.0
H 0.826612 1.500548 -5.853575 0.0 0.0 0.0
H 0.184748 3.086466 -5.391089 0.0 0.0 0.0
H -1.867535 2.785971 -2.640428 0.0 0.0 0.0
H -0.944959 2.416961 -0.405219 0.0 0.0 0.1
H 0.733673 -0.311849 -4.080667 0.0 0.0 0.0
H 2.632397 -1.162322 -3.625143 0.0 0.0 0.0
H 4.964882 -2.685423 -0.362880 0.0 0.0 0.0
H 3.399610 -1.580727 1.171723 0.0 0.0 0.0
H 3.214791 -3.149083 -4.575715 0.0 0.0 0.0
H 3.522053 -4.440844 -3.401448 0.0 0.0 0.0
H 4.640784 -4.166581 -4.740085 0.0 0.0 0.0
H 4.662763 -1.056330 -4.596395 0.0 0.0 0.0
H 6.081871 -2.074242 -4.805369 0.0 0.0 0.0
H 6.032373 -0.905151 -3.483867 0.0 0.0 0.0
H 5.590150 -4.300115 -1.866881 0.0 0.0 0.0
H 6.611997 -2.848215 -1.891445 0.0 0.0 0.0
H 6.588296 -3.938785 -3.267984 0.0 0.0 0.0
C -0.198099 -0.328126 5.342296 -0.1 -0.1 0.1
C 1.220502 -0.173548 4.841727 0.1 0.2 -0.3
C 2.191440 0.012190 5.982626 0.0 -0.1 0.2
O 1.228215 1.105945 4.079592 0.1 0.3 0.1
B 1.286595 0.912235 2.781481 -0.1 -1.0 0.0
O 1.552309 -0.497953 2.470383 0.3 -0.3 1.5
C 1.659517 -1.286399 3.798538 0.0 0.8 -0.2
C 0.740653 -2.465015 3.693070 -0.1 -0.2 0.0
C 3.103040 -1.698567 3.903143 0.2 -0.1 0.0
H -0.423728 0.495478 6.017317 0.0 0.0 0.0
H -0.305727 -1.259845 5.898908 0.0 0.0 0.0
H -0.927019 -0.318891 4.531288 0.0 0.0 0.0
H 1.818128 0.805253 6.628542 0.0 0.0 0.0
H 3.188239 0.283539 5.640008 0.0 0.0 0.0
H 2.262053 -0.898002 6.582457 0.0 0.0 0.0
H -0.301753 -2.181786 3.591787 0.0 0.0 0.0
H 0.855421 -3.074477 4.591884 -0.1 0.0 0.0
H 1.025168 -3.084409 2.844159 0.0 0.0 0.0
H 3.792349 -0.869692 3.745060 0.0 0.0 0.0
H 3.317617 -2.489801 3.184435 0.0 0.0 0.0
H 3.289478 -2.104576 4.897479 0.0 0.0 -0.1
C -8.846633 4.461498 3.366351 0.1 -0.2 0.1
C -7.514338 3.826234 3.054471 -0.3 0.3 0.0
O -6.699640 4.305595 2.323794 0.2 -0.2 0.1
S -7.331938 2.219861 3.882710 0.0 0.1 0.0
C -5.790488 1.667307 3.232928 0.1 0.0 0.0
C -4.637029 2.452102 3.310298 -0.1 -0.1 0.0
C -3.446503 1.976841 2.801556 -0.1 0.0 0.0
C -3.396472 0.701659 2.226827 0.2 -0.1 -0.1
C -4.538244 -0.100079 2.173490 -0.2 0.1 0.1
C -5.729948 0.391473 2.673563 0.0 -0.1 0.0
C -2.177770 0.206135 1.688575 -0.1 0.0 0.2
C -1.137225 -0.265807 1.238476 0.4 0.0 -0.1
H -8.755136 5.539640 3.264112 0.0 0.0 0.0
H -9.197239 4.195874 4.363522 0.0 0.0 0.0
H -9.572960 4.094558 2.639843 0.0 0.0 0.0
H -4.676526 3.426044 3.770775 0.0 0.1 0.0
H -2.551356 2.581226 2.863843 0.0 0.0 0.0
H -4.490858 -1.087580 1.733823 0.0 0.0 0.0
H -6.624729 -0.214850 2.619353 0.0 0.0 0.0
```
Forces are in eV/Å.

What are the Mulliken partial charges on each atom? They are as follows, in elementary charge units:
1. Ti 0.021
2. C -1.641
3. C 1.911
4. C -2.023
5. C -1.511
6. C 0.632
7. C -0.684
8. C -0.644
9. N -0.373
10. C -0.454
11. C 0.320
12. C -0.624
13. C 0.053
14. C 0.680
15. C -0.491
16. C -0.921
17. N -0.279
18. C 1.787
19. C -1.521
20. C -1.538
21. C -2.110
22. H 0.466
23. H 0.383
24. H 0.369
25. H 0.429
26. H 0.416
27. H 0.454
28. H 0.426
29. H 0.349
30. H 0.392
31. H 0.491
32. H 0.515
33. H 0.390
34. H 0.464
35. H 0.583
36. H 0.443
37. H 0.327
38. H 0.391
39. H 0.454
40. H 0.329
41. H 0.455
42. H 0.380
43. H 0.436
44. H 0.429
45. H 0.417
46. C -1.702
47. C 1.530
48. C -1.809
49. O -0.337
50. B 0.042
51. O 0.521
52. C 1.748
53. C -1.934
54. C -2.102
55. H 0.493
56. H 0.377
57. H 0.156
58. H 0.439
59. H 0.393
60. H 0.388
61. H 0.417
62. H 0.475
63. H 0.423
64. H 0.421
65. H 0.558
66. H 0.486
67. C -1.082
68. C 0.750
69. O -0.498
70. S -0.224
71. C 0.291
72. C -0.598
73. C -0.477
74. C 0.192
75. C -0.593
76. C -0.679
77. C -0.045
78. C 0.331
79. H 0.318
80. H 0.372
81. H 0.300
82. H 0.458
83. H 0.495
84. H 0.488
85. H 0.443

---

> Among the records above, which one has the highest total charge?

C34H43BN2O3STi

---

> What is the LUMO in the second record?

-6.9 eV